No. 1
The ion C2H6NS with charge +1. Source: OMol25; level of theory: wB97M-V/def2-TZVPD.

total charge: +1
Kohn-Sham gap (alpha / beta): 8.4 / 7.8 eV

Each line ends with the Löwdin charge.
Positions of all 10 atoms, in Å:
C: 0.5062 2.3138 0.3580  -0.219
C: 0.0223 -0.3805 -0.4192  -0.507
N: -0.6479 -1.6672 -0.0635  0.069
S: -0.6994 1.0584 0.1850  0.965
H: 0.3106 3.3276 0.5233  0.011
H: 1.4725 1.8481 0.2732  0.016
H: 1.1407 -0.6110 -0.4297  0.108
H: -1.6606 -1.6037 -0.2208  0.158
H: -0.1315 -2.0125 0.7576  0.165
H: -0.3129 -2.2732 -0.9637  0.234

No. 2
A cluster of 3 separate species, C2H6NS in total. Source: OMol25; level of theory: wB97M-V/def2-TZVPD.

total charge: +1
Kohn-Sham gap: 10.2 eV

Each line ends with the Löwdin charge.
Positions of all 10 atoms, in Å:
C: -0.5393 -1.4589 -0.0487  0.025
C: 0.4842 -0.3773 -0.1242  -0.604
N: -0.6171 -0.1155 -0.7813  0.142
S: 1.9750 0.3935 -0.1329  1.015
H: -0.2865 -2.4023 -0.5497  0.128
H: -0.9190 -1.7024 0.9559  0.130
H: -0.2444 2.6761 0.1876  0.053
H: -1.0949 2.5266 0.3386  0.061
H: -1.2700 0.6484 -0.7829  0.114
H: 2.5120 -0.1881 0.9375  -0.065

Electronic energy in hartree, matching the order above: -532.34561, -532.33790
Energy relative to the best compared isomer or geometry (same formula, charge and spin) in kcal per mole, matching the order above: 65.8, 70.6